No. 1
Below is 2 unconnected molecules or ions with the total composition C7H14N4O, with properties calculated with ωB97M-V/def2-TZVPD.

XYZ file:
```
26
Properties=species:S:1:pos:R:3:forces:R:3
C -0.249 -1.693 1.355 -0.112 -0.143 0.087
C 0.380 -1.980 -0.006 0.166 -0.250 0.169
C -1.851 -0.148 -2.000 -0.371 0.238 -0.254
C -2.772 -1.141 -2.644 -0.203 -0.219 -0.156
C 0.649 1.561 1.452 -0.239 0.287 -0.124
C 1.901 1.149 1.727 0.245 -0.162 -0.070
C 1.568 1.108 -0.392 -0.244 0.309 -0.314
H 0.473 -1.850 2.166 -0.112 0.047 -0.155
H -0.594 -0.659 1.392 0.002 -0.108 0.018
H -1.111 -2.350 1.540 0.171 0.094 -0.071
H 1.262 -1.352 -0.153 -0.108 -0.127 0.018
H 0.717 -3.026 -0.063 -0.082 0.256 0.024
H -1.318 -2.368 -1.117 -0.026 -0.150 0.001
H -2.035 0.920 -2.138 0.057 -0.223 0.045
H -2.200 -1.851 -3.265 -0.134 0.181 0.163
H -3.514 -0.645 -3.281 0.212 -0.130 0.213
H -3.319 -1.739 -1.894 0.129 0.162 -0.187
H -0.373 1.586 3.199 -0.053 0.031 -0.026
H -1.266 1.959 1.832 0.047 0.012 0.076
H 2.488 1.019 2.615 0.025 -0.021 0.015
H 1.833 0.944 -1.431 -0.135 -0.001 0.238
N -0.508 -1.759 -1.134 -0.236 0.112 -0.198
N -0.833 -0.434 -1.306 0.256 -0.542 -0.043
N -0.366 2.022 2.289 0.090 -0.114 -0.142
N 0.446 1.531 0.080 0.389 0.468 0.351
O 2.503 0.846 0.517 0.266 -0.008 0.321
```
Positions in Å, forces in eV/Å.

Results
HOMO   -8.21 eV
2S+1   1
SMILES   C/C=N\NCC.Nc1cocn1
ΔE to the lowest compared entry with this formula, charge and spin   232.9 kJ/mol
Maximum force   0.0137 Eh/bohr
E_LUMO   0.9 eV
Charge   0
HOMO-LUMO gap   9.15 eV

Okay, here come the natural (NBO) numbers, in e, for every atom: number 1, C, carries -0.6311; number 2, C, carries -0.2157; number 3, C, carries 0.0339; number 4, C, carries -0.7052; number 5, C, carries 0.2401; number 6, C, carries -0.0631; number 7, C, carries 0.3481; number 8, H, carries 0.2117; number 9, H, carries 0.2151; number 10, H, carries 0.1960; number 11, H, carries 0.2004; number 12, H, carries 0.1930; number 13, H, carries 0.3358; number 14, H, carries 0.1864; number 15, H, carries 0.2270; number 16, H, carries 0.2281; number 17, H, carries 0.2147; number 18, H, carries 0.3772; number 19, H, carries 0.3880; number 20, H, carries 0.2076; number 21, H, carries 0.1993; number 22, N, carries -0.4607; number 23, N, carries -0.2339; number 24, N, carries -0.8098; number 25, N, carries -0.4690; number 26, O, carries -0.4139

---

No. 2
Below is a gas-phase ion, C7H14N5 (charge +1) at a distorted geometry, with properties calculated with ωB97M-V/def2-TZVPD.

XYZ file:
```
26
Properties=species:S:1:pos:R:3:forces:R:3
C -0.622 -0.150 -2.114 -0.934 1.302 -0.633
C -1.708 1.573 0.641 -2.495 0.181 -1.622
C 2.117 -1.792 -0.316 -0.011 -0.900 1.235
C 1.565 -1.405 1.115 0.461 -1.327 -0.799
C 1.032 -1.566 -1.337 1.357 -0.042 -1.604
C 1.207 0.070 1.119 -0.539 -0.201 0.096
C 0.539 -0.112 -1.323 3.485 0.693 1.838
N -1.645 -0.223 -2.613 -0.742 -0.124 -0.443
N 0.176 0.235 0.107 -1.895 1.506 -1.144
N -2.510 2.696 0.745 0.596 -1.535 0.748
N -2.477 0.442 0.717 1.467 -0.405 -1.439
N -0.428 1.594 0.208 -1.705 -3.391 0.696
H 2.992 -1.087 -0.523 -0.766 -1.430 0.061
H 2.340 -2.935 -0.349 0.273 2.203 0.152
H 0.590 -1.933 1.257 0.829 0.118 0.112
H 2.298 -1.775 1.879 -0.778 0.855 -0.444
H 1.418 -1.922 -2.363 -0.690 1.112 1.269
H 0.129 -2.107 -1.202 -0.549 -1.209 0.647
H 0.659 0.327 2.042 0.892 0.186 -0.100
H 2.010 0.746 0.825 0.577 0.036 0.733
H 1.436 0.546 -1.590 -1.523 -0.473 -0.467
H -3.503 2.439 1.024 2.041 1.426 -0.272
H -2.064 3.562 1.021 -0.620 0.076 0.055
H -3.481 0.694 0.691 1.026 -1.044 -0.073
H -2.140 -0.363 0.092 -0.837 1.513 1.489
H 0.066 2.447 0.249 1.081 0.873 -0.091
```
Positions in Å, forces in eV/Å.

Results
HOMO   -14.06 eV
2S+1   1
SMILES   N#C[C@@H]1CCCCN1[NH+]=C(N)N
ΔE to the lowest compared entry with this formula, charge and spin   57.1 kJ/mol
Maximum force   0.0778 Eh/bohr
E_LUMO   -3.1 eV
Charge   +1
HOMO-LUMO gap   10.91 eV

Okay, here come the natural (NBO) numbers, in e, for every atom: number 1, C, carries 0.2596; number 2, C, carries 0.6855; number 3, C, carries -0.4082; number 4, C, carries -0.4178; number 5, C, carries -0.3962; number 6, C, carries -0.2359; number 7, C, carries -0.1862; number 8, N, carries -0.2632; number 9, N, carries -0.2513; number 10, N, carries -0.7624; number 11, N, carries -0.7594; number 12, N, carries -0.4277; number 13, H, carries 0.2138; number 14, H, carries 0.2499; number 15, H, carries 0.2136; number 16, H, carries 0.2502; number 17, H, carries 0.2546; number 18, H, carries 0.2183; number 19, H, carries 0.2259; number 20, H, carries 0.1841; number 21, H, carries 0.2369; number 22, H, carries 0.4222; number 23, H, carries 0.4236; number 24, H, carries 0.4043; number 25, H, carries 0.4552; number 26, H, carries 0.4105

---

No. 3
Below is a gas-phase ion, C7H14NO (charge +1) at a distorted geometry, with properties calculated with ωB97M-V/def2-TZVPD.

XYZ file:
```
23
Properties=species:S:1:pos:R:3:forces:R:3
C -1.909 -0.618 0.543 0.141 0.006 0.204
C 1.662 0.179 -0.224 0.207 -0.159 0.158
C -0.191 1.040 0.926 0.302 0.196 0.661
C -3.100 -1.219 -0.055 -0.352 -0.067 -0.293
C 3.882 -0.937 -0.186 0.070 -0.142 0.000
C -1.813 1.315 -0.896 -0.409 0.599 -0.779
C 2.939 0.164 0.126 -0.472 0.159 -0.060
N -1.367 0.490 0.204 0.151 -0.564 0.343
O 0.847 1.283 0.065 0.217 0.019 -0.106
H -0.503 2.005 1.345 -0.021 -0.221 -0.076
H 0.079 0.346 1.733 -0.132 0.070 -0.160
H -2.847 -2.197 -0.471 0.091 -0.011 -0.013
H -3.569 -0.611 -0.821 -0.012 0.000 0.002
H -3.819 -1.428 0.740 -0.007 0.050 0.044
H 4.738 -0.549 -0.736 0.017 -0.057 -0.037
H 3.406 -1.720 -0.771 0.041 -0.074 -0.034
H 4.264 -1.367 0.742 0.038 -0.045 -0.045
H -1.038 2.052 -1.104 -0.103 -0.137 0.006
H -1.977 0.720 -1.794 0.051 -0.010 0.071
H -2.739 1.829 -0.636 0.028 -0.036 0.055
H -1.458 -1.159 1.370 0.174 0.155 0.042
H 3.338 1.009 0.668 -0.038 0.221 0.074
H 1.175 -0.626 -0.768 0.018 0.049 -0.056
```
Positions in Å, forces in eV/Å.

Results
HOMO   -12.85 eV
2S+1   1
SMILES   C/C=C/OC/[N+](C)=C/C
ΔE to the lowest compared entry with this formula, charge and spin   186.3 kJ/mol
Maximum force   0.0207 Eh/bohr
E_LUMO   -4.3 eV
Charge   +1
HOMO-LUMO gap   8.60 eV

Okay, here come the natural (NBO) numbers, in e, for every atom: number 1, C, carries 0.3134; number 2, C, carries 0.0406; number 3, C, carries 0.1026; number 4, C, carries -0.7128; number 5, C, carries -0.6439; number 6, C, carries -0.4560; number 7, C, carries -0.1618; number 8, N, carries -0.2622; number 9, O, carries -0.5083; number 10, H, carries 0.2183; number 11, H, carries 0.1987; number 12, H, carries 0.2842; number 13, H, carries 0.2501; number 14, H, carries 0.2835; number 15, H, carries 0.2391; number 16, H, carries 0.2163; number 17, H, carries 0.2347; number 18, H, carries 0.2629; number 19, H, carries 0.2399; number 20, H, carries 0.2426; number 21, H, carries 0.2258; number 22, H, carries 0.2213; number 23, H, carries 0.1711

---

No. 4
Below is a gas-phase ion, C7H14NO2 (charge +1) at a distorted geometry, with properties calculated with ωB97M-V/def2-TZVPD.

XYZ file:
```
24
Properties=species:S:1:pos:R:3:forces:R:3
C -2.238 1.956 0.280 1.041 2.146 -2.990
C -2.093 0.728 0.673 0.190 -1.020 1.496
C -0.107 0.013 -0.360 3.119 -7.031 -0.792
C 2.507 1.151 0.553 5.553 -2.348 -4.541
C -2.086 -1.495 -0.259 -0.540 -0.936 -0.982
C 0.966 -2.349 -0.030 1.133 1.245 0.072
C 1.712 1.425 -0.685 0.423 2.190 0.407
N -1.294 -0.312 0.018 -1.742 1.830 0.838
O 0.915 -1.044 -0.708 -3.453 2.612 0.464
O 0.329 1.153 -0.382 -0.282 2.798 -0.195
H -2.819 2.687 0.810 -0.163 -0.094 0.407
H -1.742 2.395 -0.687 -1.126 -1.130 1.901
H -2.470 0.404 1.664 0.059 -0.065 -0.911
H 2.017 1.492 1.331 -2.075 1.406 4.291
H 2.873 0.048 0.571 -1.322 1.729 0.395
H 3.539 1.645 0.449 -1.637 -0.195 0.306
H -2.774 -1.647 0.598 0.929 -0.352 -0.224
H -1.357 -2.327 -0.472 -1.521 0.618 0.164
H -2.841 -1.274 -1.097 1.565 -0.379 0.764
H 2.040 -2.507 -0.068 0.165 -0.142 0.389
H 0.585 -3.171 -0.629 -0.834 0.212 0.182
H 0.670 -2.221 1.023 -0.266 -0.519 -0.563
H 1.942 0.793 -1.452 0.913 -1.613 -2.018
H 1.727 2.460 -1.139 -0.129 -0.962 1.140
```
Positions in Å, forces in eV/Å.

Results
HOMO   -14.26 eV
2S+1   1
SMILES   C=C/[N+](C)=C(/OC)OCC
ΔE to the lowest compared entry with this formula, charge and spin   336.8 kJ/mol
Maximum force   0.1504 Eh/bohr
E_LUMO   -2.9 eV
Charge   +1
HOMO-LUMO gap   11.37 eV

Okay, here come the natural (NBO) numbers, in e, for every atom: number 1, C, carries -0.3352; number 2, C, carries -0.0805; number 3, C, carries 0.9802; number 4, C, carries -0.6386; number 5, C, carries -0.4166; number 6, C, carries -0.2726; number 7, C, carries -0.0654; number 8, N, carries -0.4078; number 9, O, carries -0.5442; number 10, O, carries -0.4199; number 11, H, carries 0.2421; number 12, H, carries 0.2239; number 13, H, carries 0.2316; number 14, H, carries 0.2162; number 15, H, carries 0.2313; number 16, H, carries 0.2518; number 17, H, carries 0.2414; number 18, H, carries 0.2377; number 19, H, carries 0.2435; number 20, H, carries 0.2241; number 21, H, carries 0.2134; number 22, H, carries 0.2071; number 23, H, carries 0.2106; number 24, H, carries 0.2258

---

No. 5
Below is a gas-phase ion, C7H14NO2S (charge +1) at a distorted geometry, with properties calculated with ωB97M-V/def2-TZVPD.

XYZ file:
```
25
Properties=species:S:1:pos:R:3:forces:R:3
C -1.624 1.208 0.563 0.481 0.259 1.997
C -1.895 -1.043 -0.508 4.752 3.337 -4.103
C -0.328 0.454 0.774 -1.598 -0.985 -0.447
C 0.480 0.160 -0.450 0.039 -1.708 2.348
C -0.477 -0.929 0.113 -0.325 0.843 0.947
C 0.061 -2.246 0.606 0.100 2.747 -0.386
C 2.786 1.669 -0.425 -1.110 -0.635 1.850
N -2.422 0.391 -0.429 -2.502 1.426 -0.039
O 2.765 -0.815 -1.246 0.278 0.133 1.170
O 2.415 -0.351 1.252 0.514 0.120 -0.322
S 2.293 -0.014 -0.138 -2.456 0.072 -2.372
H -2.185 1.434 1.533 0.476 -1.071 -1.265
H -1.397 2.203 0.251 -0.225 0.653 -1.131
H -1.654 -1.234 -1.639 -1.422 -0.297 2.088
H -2.585 -1.581 0.004 -1.570 -2.335 1.147
H 0.090 0.585 1.742 0.702 -0.089 0.505
H 0.207 0.618 -1.343 -0.111 0.878 -1.668
H 0.881 -2.054 1.217 1.546 0.013 0.960
H 0.343 -2.723 -0.251 1.159 -1.740 -2.132
H -0.590 -2.849 1.108 -2.156 -1.317 1.436
H 3.705 1.610 0.092 1.080 1.017 1.013
H 2.991 1.906 -1.399 0.435 -0.140 -2.750
H 2.021 2.392 -0.115 0.514 -0.347 0.767
H -3.384 0.252 0.050 1.568 0.892 -1.720
H -2.498 0.958 -1.363 -0.168 -1.727 2.109
```
Positions in Å, forces in eV/Å.

Results
HOMO   -13.80 eV
2S+1   1
SMILES   C[C@@]12C[NH2+]C[C@@H]1[C@H]2S(C)(=O)=O
ΔE to the lowest compared entry with this formula, charge and spin   161.3 kJ/mol
Maximum force   0.1383 Eh/bohr
E_LUMO   -3.8 eV
Charge   +1
HOMO-LUMO gap   10.01 eV

Okay, here come the natural (NBO) numbers, in e, for every atom: number 1, C, carries -0.2436; number 2, C, carries -0.2029; number 3, C, carries -0.2621; number 4, C, carries -0.4972; number 5, C, carries 0.0035; number 6, C, carries -0.6178; number 7, C, carries -0.8674; number 8, N, carries -0.5469; number 9, O, carries -0.9009; number 10, O, carries -0.9119; number 11, S, carries 2.1852; number 12, H, carries 0.2474; number 13, H, carries 0.2358; number 14, H, carries 0.2530; number 15, H, carries 0.2256; number 16, H, carries 0.2768; number 17, H, carries 0.2241; number 18, H, carries 0.2564; number 19, H, carries 0.2266; number 20, H, carries 0.2222; number 21, H, carries 0.2635; number 22, H, carries 0.2559; number 23, H, carries 0.2449; number 24, H, carries 0.4623; number 25, H, carries 0.4674

---

- Which formula does entry 1 have?
  C7H14N4O